# 1
DFT (wB97M-V/def2-TZVPD) results for a cluster of 2 separate species, C7H17NS in total.

Computed properties:
- relative energy (zero: lowest compared OMol25 entry of this formula, charge and spin) (kJ/mol) = 126.8
- E_tot (Ha) = -729.80117
- frontier orbital gap (eV) = 8.336
- structure (SMILES) = C=C(C)C.CC(C)SN
- HOMO level (eV) = -7.50

```
! wB97M-V def2-TZVPD RIJCOSX def2/J DEFGRID3
* xyz 0 1
C 1.7091 -0.3092 -0.4861
C 1.2335 -0.1281 -1.7153
C 0.8131 1.2127 -2.2408
C 1.1149 -1.2805 -2.6778
H 2.1258 -1.2552 -0.1874
H 1.8778 0.5088 0.1914
H 1.5060 1.5333 -3.0220
H -0.1828 1.1778 -2.6852
H 0.8182 1.9645 -1.4543
H 0.2936 -1.1290 -3.3788
H 0.9545 -2.2139 -2.1395
H 2.0332 -1.3846 -3.2602
C -1.5864 -0.2400 3.1197
C -0.4231 0.0710 2.1942
C -0.6019 1.4162 1.5173
S -0.2141 -1.2775 0.9474
N -1.4106 -0.8478 -0.1738
H -2.5152 -0.2468 2.5540
H -1.4555 -1.2111 3.5909
H -1.6575 0.5187 3.8980
H 0.5205 0.0326 2.7452
H -0.7396 2.1921 2.2683
H -1.4802 1.3877 0.8762
H 0.2606 1.6741 0.9105
H -0.9694 -0.5336 -1.0350
H -2.0244 -1.6322 -0.3571
*
```

Atomic partial charges in e from the Löwdin method, atoms 1 to 8: -0.11 -0.48 -0.08 -0.08 0.05 0.06 0.08 0.07



# 2
DFT (wB97M-V/def2-TZVPD) results for a cluster of 2 separate species, C7H17O3PSi in total.

Computed properties:
- E_tot (Ha) = -1133.32692
- frontier orbital gap (alpha / beta) (eV) = 6.177 / 7.492
- HOMO level (alpha / beta) (eV) = -6.27 / -9.72

```
! wB97M-V def2-TZVPD RIJCOSX def2/J DEFGRID3
* xyz 0 3
C -1.4915 1.8413 -2.1597
C 1.9615 1.5075 1.9321
C -1.5619 -2.6590 0.7355
C 1.8971 -1.3363 -0.7881
C -1.6438 0.2560 -2.3235
C 1.1859 1.8432 0.7015
C -0.7229 -1.4705 1.0697
O -0.7497 0.4023 3.2638
O -0.6829 -0.5274 -1.6583
O 0.2650 0.8856 0.6243
Si 0.1558 -0.5128 -0.2990
P -1.5297 -0.0524 2.1394
H -1.8128 2.3555 -1.2740
H -0.4202 2.0280 -2.3417
H -2.1505 2.1982 -3.0521
H 2.6947 0.7551 1.6792
H 2.4916 2.3409 2.3698
H 1.2378 1.2505 2.6744
H -1.8968 -2.7065 -0.3176
H -2.4230 -2.9117 1.4218
H -0.9360 -3.5373 0.6896
H 2.8311 -0.7337 -1.1346
H 2.3216 -1.8402 0.0797
H 1.7137 -2.1365 -1.5474
H -1.4386 0.0394 -3.3070
H -2.6144 -0.2028 -2.1389
H 1.8818 1.9564 -0.2015
H 0.7663 2.8990 0.9777
H 0.6707 -1.9317 2.1848
*
```

Atomic partial charges in e from the Löwdin method, atoms 1 to 8: -0.05 -0.09 -0.23 -0.14 -0.25 -0.38 -0.47 -0.47



# 3
DFT (wB97M-V/def2-TZVPD) results for a structure of composition C7H17O3SSi.

Computed properties:
- relative energy (zero: lowest compared OMol25 entry of this formula, charge and spin) (kJ/mol) = 311.8
- E_tot (Ha) = -1190.13278
- frontier orbital gap (alpha / beta) (eV) = 6.949 / 7.216
- HOMO level (alpha / beta) (eV) = -3.93 / -4.09

```
! wB97M-V def2-TZVPD RIJCOSX def2/J DEFGRID3
* xyz -1 1
C -1.6160 3.2766 -0.1032
C 2.4027 0.4787 0.6624
C 3.0111 -1.9050 0.2125
C -1.5307 -0.0477 -1.9069
C -1.9991 2.2625 0.9248
C 2.0637 -1.1039 1.0272
C -1.2459 -0.2879 -0.4444
O -0.7072 -2.5142 0.5777
O -2.5622 -2.3903 -1.1574
O -3.0176 -1.6920 1.0631
Si 0.2607 -1.1181 0.3667
S -2.0355 -1.8282 0.0253
H -1.2459 4.2686 0.1806
H -0.6600 2.9032 -0.7197
H -2.3418 3.4055 -0.8859
H 1.7623 1.0437 1.2988
H 3.5308 0.5551 0.8078
H 2.0683 0.6946 -0.3945
H 3.8929 -1.3998 0.0533
H 2.4123 -2.0319 -0.7157
H 3.2514 -2.8380 0.7394
H -1.0665 -0.8341 -2.5491
H -0.9892 0.8088 -2.2407
H -2.6443 -0.0122 -2.1297
H -2.3150 1.3207 0.5380
H -1.3559 2.2021 1.7691
H 2.2484 -1.3120 2.0937
H -0.3790 -0.4233 2.0127
H 0.8069 -1.4815 -1.1059
*
```

Atomic partial charges in e from the Löwdin method, atoms 1 to 8: -0.21 -0.13 -0.20 -0.18 -0.02 -0.49 -0.36 -0.36



# 4
DFT (wB97M-V/def2-TZVPD) results for a cluster of 2 separate species, C7H18 in total.

Computed properties:
- relative energy (zero: lowest compared OMol25 entry of this formula, charge and spin) (kJ/mol) = 177.3
- E_tot (Ha) = -277.43086
- frontier orbital gap (eV) = 11.465
- structure (SMILES) = CC(C)C.CCC
- HOMO level (eV) = -10.48

```
! wB97M-V def2-TZVPD RIJCOSX def2/J DEFGRID3
* xyz 0 1
C -2.5857 -1.3905 0.8404
C -1.1491 -0.9690 0.8593
C -0.9875 0.3485 1.7797
C -0.0692 -1.9500 1.2229
H -3.0977 -1.8829 1.7390
H -2.5685 -2.1967 0.1223
H -3.2082 -0.5906 0.7645
H -0.7728 -0.6460 -0.1600
H -1.4025 0.2825 2.7500
H 0.0654 0.5336 1.9267
H -1.5572 1.1480 1.3644
H 0.1461 -2.6456 0.4378
H 0.8941 -1.3970 1.2176
H -0.3624 -2.4571 2.1662
C 1.0278 0.8379 -2.6850
C 1.1215 1.1974 -1.1783
C 2.5154 1.7792 -0.7733
H 1.6310 0.0118 -2.8696
H -0.0333 0.6871 -2.8602
H 1.2089 1.6300 -3.5034
H 0.3569 2.0402 -0.9667
H 0.8833 0.2974 -0.5052
H 2.3421 2.9154 -0.7670
H 2.8117 1.6006 0.2392
H 3.4242 1.5484 -1.4902
*
```

Atomic partial charges in e from the Löwdin method, atoms 1 to 8: -0.09 -0.48 -0.07 -0.11 0.11 0.08 0.03 0.11